[1]
{"formula": "C21H18Cl2F6HfN6O7S4", "method": "the ωB97M-V functional and the def2-TZVPD basis", "symbols": ["Hf", "Cl", "C", "C", "C", "Cl", "C", "C", "C", "C", "N", "C", "C", "O", "H", "H", "H", "H", "C", "O", "C", "O", "N", "N", "H", "H", "H", "H", "H", "H", "C", "C", "N", "C", "C", "S", "C", "C", "S", "C", "N", "C", "H", "H", "H", "H", "H", "H", "H", "H", "F", "C", "F", "F", "S", "O", "O", "N", "S", "O", "O", "C", "F", "F", "F"], "positions_angstrom": [[0.006, 0.109, -0.152], [3.014, 0.957, 3.721], [3.383, -0.164, 2.478], [4.556, -0.948, 2.565], [4.845, -1.881, 1.610], [6.273, -2.831, 1.739], [3.960, -2.095, 0.515], [4.109, -3.092, -0.464], [3.128, -3.251, -1.413], [2.017, -2.406, -1.400], [1.857, -1.416, -0.534], [2.816, -1.277, 0.434], [2.535, -0.297, 1.409], [1.387, 0.364, 1.250], [5.219, -0.807, 3.407], [4.974, -3.741, -0.442], [3.188, -4.033, -2.157], [1.216, -2.574, -2.107], [4.059, 2.377, -3.157], [3.135, 2.374, -2.043], [2.109, 1.582, -2.022], [1.333, 1.625, -1.052], [1.859, 0.750, -3.049], [0.690, -0.020, -2.961], [4.822, 3.097, -2.886], [3.555, 2.708, -4.065], [4.509, 1.392, -3.276], [2.384, 0.779, -3.910], [0.906, -0.964, -3.263], [-0.019, 0.354, -3.586], [-0.445, -1.899, 2.810], [-1.027, -0.528, 2.855], [-1.131, 0.275, 1.814], [-1.644, 1.510, 2.164], [-1.933, 1.637, 3.480], [-1.614, 0.166, 4.288], [-1.794, 2.466, 1.077], [-2.520, 3.608, 1.053], [-2.539, 4.238, -0.528], [-1.539, 2.980, -1.075], [-1.200, 2.126, -0.127], [-1.184, 2.875, -2.518], [-0.206, -2.190, 1.789], [-1.153, -2.629, 3.203], [0.461, -1.947, 3.415], [-2.324, 2.495, 4.000], [-3.083, 4.060, 1.853], [-1.637, 3.686, -3.083], [-1.571, 1.934, -2.915], [-0.107, 2.929, -2.658], [-1.770, -1.243, -3.793], [-1.908, -2.277, -2.960], [-2.974, -2.961, -3.264], [-0.822, -3.040, -3.055], [-2.069, -1.608, -1.207], [-1.900, -0.138, -1.336], [-0.816, -2.005, -0.506], [-3.317, -2.177, -0.620], [-4.780, -1.412, -0.566], [-5.782, -2.392, -0.414], [-4.812, -0.387, -1.553], [-4.617, -0.542, 1.088], [-5.764, -0.587, 1.723], [-4.262, 0.730, 0.888], [-3.671, -1.121, 1.835]], "nbo_charge": [2.5026, 0.0795, -0.0765, -0.2095, -0.0404, 0.0750, -0.0453, -0.0714, -0.2734, 0.0994, -0.5767, 0.1027, 0.3095, -0.8610, 0.2660, 0.2575, 0.2530, 0.2023, -0.2807, -0.4311, 0.9446, -0.7204, -0.4695, -0.6422, 0.2500, 0.2013, 0.2018, 0.4219, 0.3961, 0.3997, -0.6688, 0.1306, -0.6273, 0.1141, -0.4006, 0.6030, 0.1155, -0.3984, 0.6055, 0.1039, -0.5984, -0.6620, 0.2398, 0.2724, 0.2637, 0.2758, 0.2748, 0.2623, 0.2435, 0.2302, -0.3061, 0.7691, -0.2558, -0.3021, 2.2313, -0.9873, -0.9804, -1.1552, 2.2343, -0.8336, -0.8922, 0.7374, -0.2733, -0.3117, -0.3188], "orbital_gap_ev": 7.37, "lumo_ev": -6.1, "homo_energy_ev": -13.52, "multiplicity": 1, "fmax_ev_per_a": 1.4, "charge": 2}

[2]
{"formula": "C21H18Cl2I2N5OSTl", "method": "the ωB97M-V functional and the def2-TZVPD basis", "symbols": ["Tl", "Cl", "C", "C", "C", "C", "C", "Cl", "C", "S", "H", "H", "H", "I", "C", "C", "C", "C", "C", "N", "H", "H", "H", "H", "C", "N", "C", "C", "C", "N", "C", "O", "N", "H", "H", "H", "H", "H", "H", "H", "I", "C", "C", "C", "C", "N", "C", "H", "H", "H", "H"], "positions_angstrom": [[-0.463, 0.324, 0.449], [0.648, 3.161, 0.057], [-0.720, 4.208, 0.102], [-0.557, 5.567, -0.134], [-1.645, 6.421, -0.141], [-2.931, 5.943, 0.095], [-3.060, 4.601, 0.345], [-4.537, 3.739, 0.687], [-1.988, 3.711, 0.355], [-2.607, 2.099, 0.717], [0.436, 5.953, -0.317], [-1.500, 7.474, -0.335], [-3.785, 6.605, 0.082], [-2.217, -0.268, -2.287], [-3.148, -1.410, -0.758], [-4.291, -2.132, -1.033], [-4.814, -2.899, 0.002], [-4.179, -2.905, 1.234], [-3.051, -2.119, 1.402], [-2.546, -1.378, 0.413], [-4.756, -2.108, -2.008], [-5.712, -3.480, -0.159], [-4.549, -3.507, 2.051], [-2.529, -2.067, 2.350], [4.467, 0.512, 2.008], [3.862, 0.354, 0.686], [4.603, 0.236, -0.441], [4.031, 0.130, -1.663], [2.612, 0.190, -1.731], [1.896, 0.287, -0.612], [2.485, 0.329, 0.603], [1.798, 0.342, 1.635], [1.975, 0.136, -2.902], [5.546, 0.430, 1.930], [4.084, -0.249, 2.684], [4.206, 1.487, 2.417], [5.677, 0.228, -0.316], [4.624, 0.027, -2.558], [2.495, 0.081, -3.760], [0.978, 0.250, -2.950], [1.802, -4.994, 3.004], [1.163, -4.072, 1.234], [1.140, -4.759, 0.028], [0.717, -4.087, -1.109], [0.338, -2.761, -1.002], [0.346, -2.113, 0.161], [0.751, -2.747, 1.260], [1.446, -5.795, -0.022], [0.683, -4.586, -2.067], [0.020, -2.206, -1.875], [0.756, -2.181, 2.184]], "nbo_charge": [1.0652, 0.0675, -0.0505, -0.1997, -0.1668, -0.2349, 0.0628, 0.1470, -0.3077, 0.2019, 0.2486, 0.2495, 0.2585, 0.2319, 0.1083, -0.2609, -0.1161, -0.2251, 0.0541, -0.5254, 0.2553, 0.2520, 0.2534, 0.2151, -0.4062, -0.3763, 0.1398, -0.3623, 0.4813, -0.6256, 0.7704, -0.6589, -0.7373, 0.2291, 0.2371, 0.2339, 0.2463, 0.2556, 0.4242, 0.4111, 0.2483, -0.1805, -0.1684, -0.2212, 0.0288, -0.4815, -0.0075, 0.2542, 0.2491, 0.2087, 0.2234], "orbital_gap_ev": 5.92, "lumo_ev": -8.0, "homo_energy_ev": -13.96, "multiplicity": 1, "fmax_ev_per_a": 2.1, "charge": 2}

[3]
{"formula": "C21H18F23O2P", "method": "the ωB97M-V functional and the def2-TZVPD basis", "symbols": ["C", "C", "C", "C", "C", "C", "C", "C", "P", "C", "F", "F", "C", "F", "F", "C", "F", "F", "F", "H", "H", "H", "H", "H", "H", "H", "H", "H", "H", "C", "C", "C", "F", "F", "F", "F", "O", "C", "C", "F", "F", "F", "F", "H", "H", "H", "H", "C", "C", "C", "F", "F", "F", "F", "O", "C", "C", "F", "F", "F", "F", "H", "H", "H", "H"], "positions_angstrom": [[3.458, -3.097, 1.880], [2.119, -3.191, 2.831], [1.177, -4.533, 2.916], [-0.178, -4.577, 3.861], [-0.522, -3.227, 4.729], [0.399, -1.854, 4.677], [1.728, -1.856, 3.707], [2.586, -0.421, 3.662], [1.290, 0.920, 3.164], [1.876, 1.930, 1.634], [2.374, 1.083, 0.525], [0.635, 2.609, 1.104], [2.934, 3.143, 2.014], [2.171, 4.136, 2.832], [4.055, 2.530, 2.809], [3.546, 3.938, 0.716], [4.164, 5.217, 1.225], [2.549, 4.344, -0.301], [4.621, 3.182, 0.017], [4.436, -3.281, 2.518], [3.386, -3.975, 1.103], [3.457, -2.078, 1.301], [1.485, -5.461, 2.248], [-0.812, -5.569, 3.841], [-1.509, -3.264, 5.393], [0.039, -0.955, 5.341], [3.469, -0.462, 2.865], [3.081, -0.172, 4.717], [0.133, 0.170, 2.659], [-1.949, -0.237, -0.096], [-2.104, -1.175, 1.114], [-3.001, -2.386, 0.885], [-4.260, -2.048, 0.536], [-3.105, -3.125, 2.022], [-2.510, -0.448, 2.187], [-0.850, -1.630, 1.429], [-2.811, 0.906, -0.129], [-4.127, 0.664, -0.626], [-5.213, 0.808, 0.447], [-4.978, 0.011, 1.519], [-6.433, 0.458, -0.038], [-4.149, -0.541, -1.245], [-4.328, 1.587, -1.606], [-0.941, 0.190, -0.030], [-1.955, -0.780, -1.050], [-2.593, -3.039, 0.106], [-5.271, 1.841, 0.807], [-0.726, 2.255, -3.763], [-0.026, 2.881, -4.983], [-0.299, 2.189, -6.313], [0.075, 0.892, -6.316], [0.397, 2.789, -7.315], [1.306, 2.969, -4.729], [-0.470, 4.174, -5.078], [0.047, 1.332, -2.989], [0.102, 0.001, -3.500], [1.497, -0.398, -3.995], [1.974, 0.466, -4.925], [1.479, -1.625, -4.578], [-0.859, -0.146, -4.444], [-0.266, -0.808, -2.469], [-0.935, 3.079, -3.070], [-1.716, 1.850, -4.011], [-1.361, 2.240, -6.574], [2.213, -0.423, -3.167]], "nbo_charge": [-0.6672, -0.0163, -0.2264, -0.2324, -0.2164, -0.2597, -0.0299, -0.7316, 0.4750, 0.4194, -0.3613, -0.3568, 0.5830, -0.3049, -0.3236, 0.9369, -0.3256, -0.3039, -0.3120, 0.2376, 0.2313, 0.2315, 0.2328, 0.2451, 0.2368, 0.2456, 0.2616, 0.2702, 0.0544, -0.1441, 0.5923, 0.5176, -0.3210, -0.3243, -0.3154, -0.3231, -0.5073, 0.8455, 0.4991, -0.3150, -0.3206, -0.3177, -0.3227, 0.2350, 0.2213, 0.1466, 0.1582, -0.1452, 0.5938, 0.5161, -0.3211, -0.3232, -0.3100, -0.3248, -0.5056, 0.8484, 0.4987, -0.3125, -0.3206, -0.3167, -0.3305, 0.2371, 0.2128, 0.1455, 0.1599], "smiles": "Cc1ccccc1CPC(F)(F)C(F)(F)C(F)(F)F.FC(F)C(F)(F)COC(F)(F)C(F)F.FC(F)C(F)(F)COC(F)(F)C(F)F", "orbital_gap_ev": 8.49, "lumo_ev": -0.1, "homo_energy_ev": -8.62, "multiplicity": 1, "fmax_ev_per_a": 5.3, "charge": 0}

[4]
{"formula": "C21H18F3NO", "method": "the ωB97M-V functional and the def2-TZVPD basis", "symbols": ["O", "H", "C", "C", "C", "C", "C", "C", "C", "H", "H", "F", "H", "H", "C", "C", "C", "C", "C", "C", "H", "H", "F", "H", "H", "C", "N", "H", "C", "C", "C", "C", "C", "C", "C", "F", "H", "H", "H", "H", "H", "H", "H", "H"], "positions_angstrom": [[-0.743, -1.059, 1.502], [0.211, -1.210, 1.399], [-1.190, -0.527, 0.278], [-2.697, -0.722, 0.212], [-3.420, -0.566, 1.390], [-4.795, -0.695, 1.404], [-5.446, -0.973, 0.216], [-4.756, -1.129, -0.970], [-3.377, -1.003, -0.965], [-2.846, -1.134, -1.894], [-5.294, -1.349, -1.879], [-6.791, -1.097, 0.214], [-5.362, -0.581, 2.314], [-2.884, -0.357, 2.302], [-0.943, 0.980, 0.201], [-1.372, 1.709, -0.903], [-1.149, 3.071, -0.979], [-0.499, 3.699, 0.068], [-0.081, 3.004, 1.186], [-0.312, 1.641, 1.247], [0.006, 1.080, 2.112], [0.414, 3.524, 1.991], [-0.274, 5.030, -0.004], [-1.475, 3.647, -1.831], [-1.894, 1.216, -1.708], [-0.446, -1.270, -0.866], [0.959, -1.399, -0.519], [1.338, -2.270, -0.875], [1.803, -0.293, -0.950], [3.204, -0.508, -0.451], [4.269, -0.746, -1.308], [5.546, -0.962, -0.818], [5.779, -0.952, 0.546], [4.734, -0.721, 1.424], [3.469, -0.505, 0.913], [2.455, -0.276, 1.776], [4.886, -0.705, 2.492], [6.773, -1.122, 0.930], [6.359, -1.142, -1.504], [4.094, -0.754, -2.374], [1.811, -0.175, -2.047], [1.396, 0.625, -0.514], [-0.873, -2.273, -0.936], [-0.587, -0.750, -1.823]], "nbo_charge": [-0.7288, 0.5020, 0.1851, -0.0387, -0.1662, -0.2733, 0.3902, -0.2805, -0.2017, 0.2109, 0.2279, -0.3265, 0.2297, 0.2347, 0.0270, -0.2310, -0.2671, 0.3845, -0.2778, -0.2166, 0.2383, 0.2302, -0.3268, 0.2281, 0.2165, -0.2353, -0.6403, 0.3730, -0.2457, -0.1173, -0.1335, -0.2444, -0.1924, -0.2769, 0.4081, -0.3309, 0.2306, 0.2185, 0.2159, 0.2045, 0.1773, 0.2248, 0.2158, 0.1779], "smiles": "OC(CNCc1ccccc1F)(c1ccc(F)cc1)c1ccc(F)cc1", "orbital_gap_ev": 9.36, "lumo_ev": 0.6, "homo_energy_ev": -8.72, "multiplicity": 1, "fmax_ev_per_a": 0.4, "charge": 0}

> Which formula does entry 4 have?

C21H18F3NO

> Which formula does entry 2 have?

C21H18Cl2I2N5OSTl